# 1
An isolated molecule of C2H4NPS, computed with ωB97M-V with the def2-TZVPD basis set.

Bonds (Å) are listed after each position.
Cartesian coordinates (Å):
1 C 0.2551 -0.1658 -0.1086  C2 1.473, H6 1.126, H7 1.077, H8 1.051
2 C -0.6875 0.8853 0.3131  C1 1.473, N3 1.587, H9 1.091
3 N -2.1863 0.5154 -0.0526  C2 1.587, P4 1.621
4 P -3.3969 -0.2804 0.6742  N3 1.621, S5 1.928
5 S -4.9161 0.0482 -0.4671  P4 1.928
6 H 0.8085 -0.2210 0.8703  C1 1.126
7 H 0.8452 0.2524 -0.9071  C1 1.077
8 H -0.2740 -1.0407 -0.3518  C1 1.051
9 H -0.5556 1.6495 1.0804  C2 1.091

Properties
**SMILES string**: C/C=N\P=S
**LUMO level (spin up / spin down)**: -1.38 / -1.63 eV
**Net charge**: 0
**HOMO (spin up / spin down)**: -8.355 / -8.338 eV
**Gap between HOMO and LUMO (spin up / spin down)**: 6.971 / 6.707 eV
**Relative energy (zero: lowest compared OMol25 entry of this formula, charge and spin)**: 64.02 kcal/mol
**Multiplicity**: 1
**Max |F|**: 9.774 eV/Å

In the natural (NBO) picture, each atom carries the following charge in e: -0.687 0.265 -0.889 0.873 -0.521 0.245 0.251 0.251 0.212

# 2
A cluster of 22 separate species, C9H60NO22 in total, computed with ωB97M-V with the def2-TZVPD basis set.

Bonds (Å) are listed after each position.
Cartesian coordinates (Å):
1 C 1.5210 1.4378 1.2899  C2 1.533, H12 1.090, H13 1.090, H14 1.090
2 C 0.2196 0.7550 0.8542  C1 1.533, C3 1.610, N7 1.543, C11 1.587
3 C -0.5856 1.6760 -0.1918  C2 1.610, C4 1.539, H15 1.090, H16 1.090
4 C 0.0214 1.6926 -1.6057  C3 1.539, C5 1.582, H17 1.090, H18 1.090
5 C -0.0556 0.2084 -2.1486  C4 1.582, C6 1.527, H19 1.090, H20 1.090
6 C 0.7748 -0.7894 -1.3443  C5 1.527, N7 1.535, C9 1.546, C10 1.618
7 N 0.5377 -0.5844 0.1579  C2 1.543, C6 1.535, O8 1.417
8 O 0.7682 -1.6766 1.0308  N7 1.417
9 C 2.2414 -0.5773 -1.7864  C6 1.546, H21 1.090, H22 1.090, H23 1.090
10 C 0.3581 -2.2602 -1.8742  C6 1.618, H24 1.090, H25 1.090, H26 1.090
11 C -0.6903 0.5822 2.1432  C2 1.587, H27 1.090, H28 1.090, H29 1.090
12 H 1.3954 2.2175 2.0412  C1 1.090
13 H 2.1555 1.8214 0.4909  C1 1.090
14 H 2.0776 0.6851 1.8481  C1 1.090
15 H -0.4267 2.6731 0.2187  C3 1.090
16 H -1.6515 1.4478 -0.1983  C3 1.090
17 H 1.0490 2.0562 -1.5995  C4 1.090
18 H -0.4741 2.2485 -2.4016  C4 1.090
19 H 0.3291 0.3036 -3.1640  C5 1.090
20 H -1.1176 -0.0164 -2.2476  C5 1.090
21 H 2.5700 0.2551 -1.1640  C9 1.090
22 H 2.4171 -0.2905 -2.8232  C9 1.090
23 H 2.8416 -1.4070 -1.4129  C9 1.090
24 H -0.7044 -2.2745 -1.6315  C10 1.090
25 H 0.7667 -3.0803 -1.2839  C10 1.090
26 H 0.3407 -2.3333 -2.9616  C10 1.090
27 H -0.0596 0.1352 2.9116  C11 1.090
28 H -1.5789 -0.0490 2.1569  C11 1.090
29 H -1.1480 1.5347 2.4099  C11 1.090
30 O -4.4226 1.0017 0.8549  H31 0.957, H32 0.957
31 H -3.9053 0.4862 0.2361  O30 0.957
32 H -4.9029 1.6227 0.3072  O30 0.957
33 O -3.6925 1.2023 -3.0043  H34 0.957, H35 0.957
34 H -2.9072 1.7353 -2.8799  O33 0.957
35 H -4.4112 1.7609 -2.7082  O33 0.957
36 O -3.2368 -0.9248 4.6488  H37 0.957, H38 0.957
37 H -2.3645 -0.7668 4.2877  O36 0.957
38 H -3.3798 -0.1995 5.2568  O36 0.957
39 O 5.2351 -1.7005 1.3942  H40 0.957, H41 0.957
40 H 4.8594 -2.1479 0.6359  O39 0.957
41 H 4.5233 -1.1542 1.7275  O39 0.957
42 O 1.7670 4.5188 -1.6433  H43 0.957, H44 0.957
43 H 2.6038 4.1337 -1.3832  O42 0.957
44 H 1.1365 4.1710 -1.0126  O42 0.957
45 O -2.8768 -3.6618 -0.7157  H46 0.957, H47 0.957
46 H -2.4549 -3.5938 -1.5722  O45 0.957
47 H -3.7709 -3.3535 -0.8634  O45 0.957
48 O 0.1559 -3.1788 3.9492  H49 0.957, H50 0.957
49 H 0.8621 -3.8232 3.9006  O48 0.957
50 H 0.4723 -2.4366 3.4342  O48 0.957
51 O -2.6144 3.9934 1.2366  H52 0.957, H53 0.957
52 H -2.5982 3.2502 1.8395  O51 0.957
53 H -3.4566 3.9200 0.7876  O51 0.957
54 O -3.8885 2.3135 2.9905  H55 0.957, H56 0.957
55 H -4.1207 1.6656 2.3252  O54 0.957
56 H -4.1216 1.8987 3.8210  O54 0.957
57 O 2.1591 2.1933 4.7385  H58 0.957, H59 0.957
58 H 2.0207 2.6587 5.5635  O57 0.957
59 H 1.7846 2.7694 4.0722  O57 0.957
60 O -1.1884 -4.1890 1.3546  H61 0.957, H62 0.957
61 H -1.5903 -4.2495 0.4880  O60 0.957
62 H -1.1585 -3.2505 1.5403  O60 0.957
63 O 2.8787 4.8065 2.5569  H64 0.957, H65 0.957
64 H 1.9394 4.7882 2.3734  O63 0.957
65 H 3.1757 5.6455 2.2045  O63 0.957
66 O -2.8115 -0.8106 -0.5001  H67 0.957, H68 0.957
67 H -2.6845 -1.7578 -0.4452  O66 0.957
68 H -1.9251 -0.4513 -0.5357  O66 0.957
69 O 3.2267 -1.9042 -5.5994  H70 0.957, H71 0.957
70 H 2.9200 -1.7595 -4.7044  O69 0.957
71 H 3.2984 -1.0261 -5.9736  O69 0.957
72 O 3.0671 -3.2528 0.8349  H73 0.957, H74 0.957
73 H 2.4764 -2.5243 0.6437  O72 0.957
74 H 2.4894 -3.9636 1.1129  O72 0.957
75 O 4.1927 3.6211 -0.3190  H76 0.957, H77 0.957
76 H 3.8802 3.9437 0.5263  O75 0.957
77 H 4.8779 2.9907 -0.0969  O75 0.957
78 O -0.5124 -5.4180 -3.9554  H79 0.957, H80 0.957
79 H -1.3439 -5.7151 -4.3249  O78 0.957
80 H -0.2826 -4.6456 -4.4720  O78 0.957
81 O 2.0969 -0.3810 3.9298  H82 0.957, H83 0.957
82 H 1.9949 -0.3609 2.9782  O81 0.957
83 H 1.8389 0.4948 4.2173  O81 0.957
84 O -0.3877 -3.1214 -5.2675  H85 0.957, H86 0.957
85 H 0.4541 -2.6988 -5.4381  O84 0.957
86 H -0.8024 -3.1861 -6.1277  O84 0.957
87 O -2.8568 -3.2632 -3.3848  H88 0.957, H89 0.957
88 H -1.9975 -3.2603 -3.8066  O87 0.957
89 H -3.4537 -3.5887 -4.0586  O87 0.957
90 O 0.2285 4.7804 1.6197  H91 0.957, H92 0.957
91 H -0.0515 3.8795 1.7818  O90 0.957
92 H -0.3361 5.0830 0.9085  O90 0.957

Properties
**LUMO level (spin up / spin down)**: 3.46 / 3.42 eV
**Net charge**: -2
**HOMO (spin up / spin down)**: 1.767 / -0.836 eV
**Gap between HOMO and LUMO (spin up / spin down)**: 1.698 / 4.258 eV
**Relative energy (zero: lowest compared OMol25 entry of this formula, charge and spin)**: 8.23 kcal/mol
**Multiplicity**: 2
**Max |F|**: 3.081 eV/Å

In the Löwdin picture, each atom carries the following charge in e: -0.031 -0.403 -0.125 -0.163 -0.167 -0.444 -0.170 -0.278 -0.047 -0.013 -0.019 0.049 0.070 0.057 0.063 0.090 0.082 0.097 0.094 0.093 0.058 0.061 0.071 0.040 0.077 0.049 0.053 0.071 0.058 -0.040 0.002 0.051 -0.063 0.012 0.013 -0.043 0.020 0.018 -0.078 -0.002 0.013 -0.058 -0.014 -0.002 -0.070 0.000 0.054 -0.061 0.027 -0.011 -0.060 -0.013 0.029 -0.071 -0.032 0.032 -0.030 0.053 0.023 -0.085 -0.026 -0.007 -0.055 -0.024 0.037 -0.046 0.008 0.000 -0.105 -0.002 0.011 -0.083 -0.026 0.034 -0.045 0.012 0.052 -0.133 -0.004 -0.058 -0.069 -0.029 -0.028 -0.266 0.007 -0.029 -0.126 -0.018 0.019 -0.047 0.011 0.046

# 3
A cluster of 2 separate species, C2H4Cl2O in total, computed with ωB97M-V with the def2-TZVPD basis set.

Bonds (Å) are listed after each position.
Cartesian coordinates (Å):
1 C -1.8145 -0.3217 -0.5366  Cl4 1.771, H6 1.118, H7 1.097, H8 1.132
2 C 1.4769 0.2639 0.0991  O3 1.266, Cl5 1.732
3 O 2.3606 1.1597 -0.0388  C2 1.266, H9 0.990
4 Cl -1.3031 -0.5407 1.1445  C1 1.771
5 Cl 1.7864 -0.8685 1.3728  C2 1.732
6 H -1.4720 -1.2833 -0.9918  C1 1.118
7 H -1.1804 0.4717 -0.9523  C1 1.097
8 H -2.9357 -0.2873 -0.6903  C1 1.132
9 H 3.0820 1.4061 0.5932  O3 0.990

Properties
**LUMO level**: 0.46 eV
**Net charge**: 0
**HOMO**: -9.329 eV
**Gap between HOMO and LUMO**: 9.793 eV
**Relative energy (zero: lowest compared OMol25 entry of this formula, charge and spin)**: 61.36 kcal/mol
**Multiplicity**: 1
**Max |F|**: 1.943 eV/Å

In the natural (NBO) picture, each atom carries the following charge in e: -0.595 0.232 -0.654 -0.073 -0.070 0.215 0.234 0.220 0.492